(1)
ORCA calculation (ωB97M-V/def2-TZVPD) on a structure of composition C13H24CrF5O6 in a non-equilibrium geometry.

Last column: natural (NBO) charge in e.
Positions of all 49 atoms, in Å:
O (0.458, -1.900, -0.150)  -0.607
C (2.774, 0.394, -1.913)  -0.089
O (-0.442, 0.854, 1.632)  -0.593
F (-2.298, 1.654, -3.194)  -0.330
H (-4.379, -0.747, -0.810)  0.203
H (-2.697, -0.761, 3.607)  0.217
O (1.702, 1.201, 0.074)  -0.568
H (0.824, -1.976, -2.985)  0.218
H (1.429, -3.446, -1.055)  0.210
H (3.459, 0.043, 0.100)  0.181
H (-1.587, 1.519, 3.288)  0.209
C (-0.062, -2.914, 0.782)  -0.077
H (0.734, -3.669, 0.853)  0.206
Cr (-0.335, 0.254, -0.628)  1.277
O (-2.223, -0.548, -0.626)  -0.827
C (-1.636, 0.777, 2.438)  -0.093
C (1.816, 1.432, 1.475)  -0.071
H (-2.559, 1.086, 1.893)  0.206
C (1.613, -1.677, -2.270)  -0.078
H (-0.467, -3.250, 2.841)  0.211
H (-0.946, -3.346, 0.325)  0.208
H (2.520, -2.131, -0.375)  0.188
H (-2.361, -1.136, 0.200)  0.522
H (0.674, 1.803, 3.210)  0.204
C (0.520, 1.783, 2.099)  -0.081
F (-0.217, 1.908, -3.744)  -0.321
C (-3.534, -0.183, -1.204)  -0.257
H (0.564, -1.734, 2.429)  0.193
H (0.214, 2.822, 1.824)  0.211
C (-1.747, -0.567, 3.064)  -0.089
H (3.526, -0.388, -2.210)  0.189
O (1.464, -0.204, -2.096)  -0.585
C (-0.318, -2.366, 2.165)  -0.080
H (2.891, 1.186, -2.681)  0.224
H (2.525, 2.200, 1.645)  0.206
H (-3.543, -0.339, -2.297)  0.214
C (-1.204, 2.418, -2.971)  0.894
H (-3.708, 0.923, -1.011)  0.211
H (-0.971, -0.614, 3.842)  0.182
O (-1.508, -1.569, 2.092)  -0.572
F (-1.927, 2.892, -0.774)  -0.353
H (3.660, 1.812, -0.540)  0.225
F (0.217, 3.248, -1.315)  -0.376
C (3.024, 0.889, -0.488)  -0.089
F (-1.439, 3.710, -3.404)  -0.315
H (2.194, 0.507, 1.876)  0.168
H (2.579, -1.814, -2.695)  0.203
C (1.583, -2.340, -0.908)  -0.088
C (-0.858, 2.305, -1.409)  0.164

Computed properties:
spin multiplicity	5
orbital gap (alpha / beta)	9.204 / 9.742	eV
HOMO (alpha / beta)	-11.450 / -11.995	eV
⟨S²⟩	6.02
energy	-2504.68188	Eh
LUMO (alpha / beta)	-2.25 / -2.25	eV
charge	+1

(2)
ORCA calculation (ωB97M-V/def2-TZVPD) on a structure of composition C13H24GdN4O5S2 in a non-equilibrium geometry.

Last column: Mulliken spin population.
Positions of all 49 atoms, in Å:
C (-0.454, -1.304, -2.726)  -0.099
O (2.946, 0.192, -2.467)  0.169
O (-3.567, 2.714, -0.207)  0.000
H (2.600, 0.718, -0.349)  -0.010
C (2.003, 1.307, -1.083)  0.749
H (-3.072, 3.536, -0.397)  0.000
H (-3.792, 2.780, 0.735)  0.000
H (-3.668, -0.088, -2.352)  -0.004
C (1.526, 2.712, 2.164)  -0.027
C (0.283, -0.427, 3.419)  -0.007
N (0.623, -1.297, -1.910)  -0.140
H (-2.692, -2.613, 1.389)  0.001
C (-2.899, -0.607, -2.934)  0.002
H (1.065, 1.102, -1.666)  -0.008
H (2.498, 3.495, 0.428)  -0.004
H (2.467, 2.251, -1.298)  -0.020
C (-0.917, -2.093, 2.430)  0.010
H (-1.488, -3.926, 1.557)  0.000
N (-1.398, 0.034, -1.027)  -0.030
H (-3.238, -1.641, -3.108)  -0.008
H (0.478, -2.519, -4.182)  -0.001
N (-0.174, -1.025, 2.224)  0.012
H (-2.772, 1.290, -0.330)  0.002
H (0.134, -0.813, 5.554)  0.000
O (1.790, -1.865, -2.393)  -0.023
N (1.034, 1.486, 2.073)  0.038
S (-1.097, -2.506, 4.134)  0.000
H (2.391, -2.142, -0.638)  0.001
C (-1.619, -2.856, 1.353)  -0.022
H (2.860, -2.099, 0.911)  -0.001
C (0.951, 0.852, 3.334)  0.001
C (-0.115, -1.122, 4.546)  -0.001
S (1.958, 3.193, 3.795)  0.000
H (1.681, 4.701, 1.456)  0.004
C (-1.589, -0.592, -2.220)  -0.194
H (-0.730, -1.376, -4.847)  0.000
O (2.196, -1.776, 0.274)  0.003
H (-2.817, -0.114, -3.917)  -0.010
H (2.488, -0.928, -2.470)  -0.019
H (-1.232, -2.619, 0.353)  0.011
O (-2.563, 0.304, -0.265)  -0.005
C (1.416, 1.644, 4.367)  0.000
H (1.416, 1.335, 5.406)  0.000
Gd (0.640, 0.027, 0.083)  6.608
H (0.702, 3.619, 0.410)  -0.018
C (-0.494, -2.048, -4.010)  -0.012
H (3.909, 0.238, -2.657)  -0.002
H (-1.272, -2.824, -3.976)  -0.002
C (1.605, 3.686, 1.038)  0.054

Computed properties:
spin multiplicity	8
orbital gap (alpha / beta)	6.740 / 4.905	eV
HOMO (alpha / beta)	-9.678 / -8.389	eV
⟨S²⟩	16.69
energy	-2666.62792	Eh
LUMO (alpha / beta)	-2.94 / -3.48	eV
charge	+1

(3)
ORCA calculation (ωB97M-V/def2-TZVPD) on a structure of composition C13H24N4OsSSe2 in a non-equilibrium geometry.

Last column: natural (NBO) charge in e.
Positions of all 45 atoms, in Å:
C (-1.254, 1.187, 2.496)  0.107
C (3.058, -2.773, 3.399)  -0.565
H (2.796, 0.141, 4.310)  0.260
H (2.034, -1.179, -3.580)  0.306
H (-4.554, 1.584, 2.169)  0.277
H (1.555, -4.167, -0.641)  0.457
H (3.652, -2.494, 4.272)  0.299
H (2.193, -5.152, -2.883)  0.270
H (3.145, -3.984, -3.843)  0.312
Os (0.674, -1.449, 1.216)  0.471
Se (3.048, -1.228, 2.163)  0.694
N (-0.398, 2.243, 2.577)  -0.435
N (1.349, -2.090, -0.482)  -0.342
C (2.187, -4.169, -3.347)  -0.701
H (3.596, -3.565, 2.879)  0.281
S (-0.963, -0.495, 2.433)  0.249
H (-4.056, 0.783, 3.676)  0.268
H (1.422, 0.442, 0.048)  0.181
H (-1.291, -3.212, 3.893)  0.255
H (0.609, 2.184, 2.523)  0.454
H (-3.689, 0.032, 2.099)  0.237
N (-2.510, 1.714, 2.598)  -0.226
H (1.153, -2.325, 4.328)  0.249
H (-1.846, -4.092, 2.421)  0.279
Se (0.615, -3.639, 2.281)  0.739
C (-1.082, 3.393, 2.730)  0.045
C (1.667, -3.148, 3.829)  -0.591
C (1.840, -1.671, -2.639)  -0.248
C (-1.070, -4.000, 3.177)  -0.769
C (1.177, 0.286, -1.029)  -0.662
H (1.677, -4.001, 4.513)  0.307
C (-3.789, 0.969, 2.636)  -0.424
H (1.440, -4.149, -4.149)  0.315
H (-0.612, 4.360, 2.833)  0.301
H (3.483, 1.119, 2.959)  0.267
H (0.126, 0.520, -1.211)  0.279
H (1.763, 1.022, -1.581)  0.324
H (-0.941, -4.959, 3.680)  0.299
C (1.489, -1.106, -1.460)  0.207
C (3.479, 0.156, 3.465)  -0.753
N (1.599, -3.277, -1.121)  -0.334
C (1.898, -3.081, -2.406)  0.417
H (-3.295, 3.683, 2.838)  0.302
H (4.493, -0.097, 3.781)  0.301
C (-2.426, 3.049, 2.739)  0.040

Computed properties:
orbital gap (alpha / beta)	5.814 / 5.523	eV
HOMO (alpha / beta)	-21.406 / -21.294	eV
energy	-6018.89254	Eh
LUMO (alpha / beta)	-15.59 / -15.77	eV
charge	+4

(4)
ORCA calculation (ωB97M-V/def2-TZVPD) on a structure of composition C13H25HgO9S3 in a non-equilibrium geometry.

Last column: natural (NBO) charge in e.
Positions of all 51 atoms, in Å:
H (-22.537, 1.614, -12.844)  0.248
H (-21.846, -3.174, -15.326)  0.528
H (-24.434, 0.557, -13.562)  0.252
O (-24.347, -1.636, -15.219)  -0.739
C (-23.411, -2.489, -15.144)  0.953
C (-17.472, -3.454, -12.584)  -0.679
H (-25.151, 1.542, -12.304)  0.274
Hg (-25.884, -3.281, -14.318)  1.623
O (-16.875, -1.398, -14.258)  -0.911
O (-25.729, -1.672, -12.682)  -1.074
H (-19.142, -4.793, -12.146)  0.221
H (-19.519, -1.691, -14.243)  0.230
H (-19.873, -2.589, -11.370)  0.217
H (-16.667, -3.904, -13.160)  0.267
O (-23.503, -6.263, -16.156)  -0.937
H (-17.280, -3.498, -11.513)  0.255
H (-22.134, -0.699, -13.204)  0.216
C (-24.464, 0.718, -12.479)  -0.649
H (-22.922, 1.383, -11.142)  0.227
C (-22.453, -6.551, -13.647)  -0.638
H (-23.148, -1.521, -10.455)  0.267
S (-17.481, -1.718, -12.970)  2.138
H (-20.328, -6.714, -13.333)  0.220
C (-23.004, 0.934, -12.134)  -0.411
C (-18.918, -3.944, -12.792)  -0.403
H (-21.462, -0.628, -11.600)  0.243
S (-25.023, -0.845, -11.726)  2.164
H (-22.170, -8.499, -16.212)  0.255
H (-22.044, -9.134, -14.055)  0.210
C (-19.310, -1.547, -13.181)  -0.656
O (-21.268, -5.277, -15.644)  -0.986
H (-23.217, -2.467, -11.923)  0.251
H (-21.417, -7.652, -12.226)  0.236
C (-19.851, -2.770, -12.446)  -0.420
C (-21.408, -7.928, -15.685)  -0.659
O (-17.213, -0.964, -11.757)  -0.934
H (-19.631, -0.542, -12.923)  0.247
H (-19.085, -4.316, -13.805)  0.224
O (-22.172, -2.295, -15.635)  -0.616
H (-20.323, -9.149, -14.124)  0.246
O (-25.553, -0.551, -10.412)  -0.873
C (-22.374, -0.456, -12.168)  -0.403
S (-22.250, -6.336, -15.453)  2.146
H (-23.253, -7.299, -13.633)  0.221
O (-23.599, -3.517, -14.424)  -0.814
C (-23.355, -1.463, -11.524)  -0.685
H (-22.802, -5.633, -13.183)  0.251
C (-21.211, -7.346, -13.251)  -0.411
H (-20.479, -7.820, -16.239)  0.267
C (-21.182, -8.499, -14.273)  -0.406
H (-20.851, -3.026, -12.802)  0.203

Computed properties:
orbital gap	4.377	eV
HOMO	-12.300	eV
energy	-2535.12220	Eh
LUMO	-7.92	eV
charge	+1

Please write out number 1 again, unchanged.
ORCA calculation (ωB97M-V/def2-TZVPD) on a structure of composition C13H24CrF5O6 in a non-equilibrium geometry.

Last column: natural (NBO) charge in e.
Positions of all 49 atoms, in Å:
O (0.458, -1.900, -0.150)  -0.607
C (2.774, 0.394, -1.913)  -0.089
O (-0.442, 0.854, 1.632)  -0.593
F (-2.298, 1.654, -3.194)  -0.330
H (-4.379, -0.747, -0.810)  0.203
H (-2.697, -0.761, 3.607)  0.217
O (1.702, 1.201, 0.074)  -0.568
H (0.824, -1.976, -2.985)  0.218
H (1.429, -3.446, -1.055)  0.210
H (3.459, 0.043, 0.100)  0.181
H (-1.587, 1.519, 3.288)  0.209
C (-0.062, -2.914, 0.782)  -0.077
H (0.734, -3.669, 0.853)  0.206
Cr (-0.335, 0.254, -0.628)  1.277
O (-2.223, -0.548, -0.626)  -0.827
C (-1.636, 0.777, 2.438)  -0.093
C (1.816, 1.432, 1.475)  -0.071
H (-2.559, 1.086, 1.893)  0.206
C (1.613, -1.677, -2.270)  -0.078
H (-0.467, -3.250, 2.841)  0.211
H (-0.946, -3.346, 0.325)  0.208
H (2.520, -2.131, -0.375)  0.188
H (-2.361, -1.136, 0.200)  0.522
H (0.674, 1.803, 3.210)  0.204
C (0.520, 1.783, 2.099)  -0.081
F (-0.217, 1.908, -3.744)  -0.321
C (-3.534, -0.183, -1.204)  -0.257
H (0.564, -1.734, 2.429)  0.193
H (0.214, 2.822, 1.824)  0.211
C (-1.747, -0.567, 3.064)  -0.089
H (3.526, -0.388, -2.210)  0.189
O (1.464, -0.204, -2.096)  -0.585
C (-0.318, -2.366, 2.165)  -0.080
H (2.891, 1.186, -2.681)  0.224
H (2.525, 2.200, 1.645)  0.206
H (-3.543, -0.339, -2.297)  0.214
C (-1.204, 2.418, -2.971)  0.894
H (-3.708, 0.923, -1.011)  0.211
H (-0.971, -0.614, 3.842)  0.182
O (-1.508, -1.569, 2.092)  -0.572
F (-1.927, 2.892, -0.774)  -0.353
H (3.660, 1.812, -0.540)  0.225
F (0.217, 3.248, -1.315)  -0.376
C (3.024, 0.889, -0.488)  -0.089
F (-1.439, 3.710, -3.404)  -0.315
H (2.194, 0.507, 1.876)  0.168
H (2.579, -1.814, -2.695)  0.203
C (1.583, -2.340, -0.908)  -0.088
C (-0.858, 2.305, -1.409)  0.164

Computed properties:
spin multiplicity	5
orbital gap (alpha / beta)	9.204 / 9.742	eV
HOMO (alpha / beta)	-11.450 / -11.995	eV
⟨S²⟩	6.02
energy	-2504.68188	Eh
LUMO (alpha / beta)	-2.25 / -2.25	eV
charge	+1

What did the third record say?
ORCA calculation (ωB97M-V/def2-TZVPD) on a structure of composition C13H24N4OsSSe2 in a non-equilibrium geometry.

Last column: natural (NBO) charge in e.
Positions of all 45 atoms, in Å:
C (-1.254, 1.187, 2.496)  0.107
C (3.058, -2.773, 3.399)  -0.565
H (2.796, 0.141, 4.310)  0.260
H (2.034, -1.179, -3.580)  0.306
H (-4.554, 1.584, 2.169)  0.277
H (1.555, -4.167, -0.641)  0.457
H (3.652, -2.494, 4.272)  0.299
H (2.193, -5.152, -2.883)  0.270
H (3.145, -3.984, -3.843)  0.312
Os (0.674, -1.449, 1.216)  0.471
Se (3.048, -1.228, 2.163)  0.694
N (-0.398, 2.243, 2.577)  -0.435
N (1.349, -2.090, -0.482)  -0.342
C (2.187, -4.169, -3.347)  -0.701
H (3.596, -3.565, 2.879)  0.281
S (-0.963, -0.495, 2.433)  0.249
H (-4.056, 0.783, 3.676)  0.268
H (1.422, 0.442, 0.048)  0.181
H (-1.291, -3.212, 3.893)  0.255
H (0.609, 2.184, 2.523)  0.454
H (-3.689, 0.032, 2.099)  0.237
N (-2.510, 1.714, 2.598)  -0.226
H (1.153, -2.325, 4.328)  0.249
H (-1.846, -4.092, 2.421)  0.279
Se (0.615, -3.639, 2.281)  0.739
C (-1.082, 3.393, 2.730)  0.045
C (1.667, -3.148, 3.829)  -0.591
C (1.840, -1.671, -2.639)  -0.248
C (-1.070, -4.000, 3.177)  -0.769
C (1.177, 0.286, -1.029)  -0.662
H (1.677, -4.001, 4.513)  0.307
C (-3.789, 0.969, 2.636)  -0.424
H (1.440, -4.149, -4.149)  0.315
H (-0.612, 4.360, 2.833)  0.301
H (3.483, 1.119, 2.959)  0.267
H (0.126, 0.520, -1.211)  0.279
H (1.763, 1.022, -1.581)  0.324
H (-0.941, -4.959, 3.680)  0.299
C (1.489, -1.106, -1.460)  0.207
C (3.479, 0.156, 3.465)  -0.753
N (1.599, -3.277, -1.121)  -0.334
C (1.898, -3.081, -2.406)  0.417
H (-3.295, 3.683, 2.838)  0.302
H (4.493, -0.097, 3.781)  0.301
C (-2.426, 3.049, 2.739)  0.040

Computed properties:
orbital gap (alpha / beta)	5.814 / 5.523	eV
HOMO (alpha / beta)	-21.406 / -21.294	eV
energy	-6018.89254	Eh
LUMO (alpha / beta)	-15.59 / -15.77	eV
charge	+4

- Among the records above, which one has the highest energy?
  C13H24CrF5O6